Here is a single C23H28N2O5S molecule from OMol25. Energies are from ωB97M-V/def2-TZVPD.

Its highest occupied orbital energy is -8.0 eV. The calculation puts the LUMO energy at 0.30 eV. Its energy above the lowest of the compared OMol25 structures with the same formula, charge and spin is 44.1 kcal per mole. The total energy is -48357.744 eV. As for the gap between HOMO and LUMO: 8.30 eV. The molar mass is 444.6 g mol⁻¹.

The geometry in XYZ format:
```
59
Properties=species:S:1:pos:R:3:forces:R:3:nbo_charge:R:1
C 1.727770 4.754682 0.319324 0.014 0.387 -0.282 -0.240
O 1.809874 3.893826 1.433169 0.055 -0.352 0.153 -0.496
C 1.531592 2.564128 1.322716 -0.037 -0.063 0.089 0.239
C 1.429222 1.897786 2.540685 -0.011 0.134 -0.307 -0.220
C 1.181776 0.543826 2.627601 -0.065 -0.271 -0.138 -0.261
C 1.010120 -0.194381 1.463894 0.207 0.887 -0.210 0.214
N 0.802637 -1.585020 1.514334 0.442 -0.795 -0.767 -0.703
C -0.150118 -2.123497 2.464475 -0.325 -0.225 0.300 -0.317
C -1.533484 -1.470637 2.317667 0.331 -0.142 -0.065 0.664
O -2.195605 -1.140675 3.279325 -0.082 0.034 0.385 -0.625
N -1.904778 -1.307736 1.039324 -0.093 -0.115 -0.363 -0.638
C -3.086173 -0.583787 0.630517 -0.165 -0.065 0.252 -0.049
C -2.722599 0.775684 -0.014058 -0.043 0.158 -0.054 -0.423
C -3.278808 0.650098 -1.436075 0.040 0.305 -0.122 -0.221
C -4.808643 0.714062 -1.355071 -0.008 0.184 -0.134 -0.409
C -5.178283 -0.633103 -0.701347 -0.045 -0.131 0.061 -0.397
C -3.817294 -1.312115 -0.507578 -0.115 -0.212 0.172 -0.229
C -3.046305 -0.830392 -1.737113 0.014 0.002 -0.040 -0.419
S 1.089295 -2.502130 0.145245 0.374 -0.063 0.306 2.319
O 0.175432 -2.165638 -0.923639 0.236 0.144 -0.108 -0.963
O 1.096223 -3.869970 0.562831 0.084 -0.144 0.184 -0.922
C 2.742142 -1.996583 -0.312107 -0.460 -0.078 0.148 -0.340
C 3.037917 -1.751770 -1.639041 -0.178 -0.037 -0.117 -0.186
C 4.324408 -1.371101 -1.985214 -0.034 -0.055 0.019 -0.211
C 5.292807 -1.243158 -1.002225 0.013 0.018 -0.025 -0.181
C 4.985213 -1.502050 0.324713 -0.069 -0.046 0.038 -0.218
C 3.701461 -1.885848 0.674987 0.115 -0.052 0.105 -0.124
C 1.088552 0.458885 0.238812 -0.062 0.230 -0.001 -0.388
C 1.358206 1.818284 0.142856 0.053 0.112 -0.006 0.307
O 1.456654 2.459474 -1.065767 0.043 0.070 0.517 -0.519
C 1.240188 1.723888 -2.245221 -0.009 -0.100 -0.184 -0.251
H 2.497010 4.533480 -0.423208 -0.085 0.048 0.069 0.183
H 1.888824 5.754188 0.723258 -0.025 -0.052 -0.052 0.188
H 0.744893 4.708606 -0.154331 0.057 0.012 0.021 0.179
H 1.557689 2.486538 3.434576 0.011 0.081 0.106 0.231
H 1.112586 0.075255 3.594178 -0.006 -0.076 0.158 0.222
H 0.198439 -1.984833 3.490841 -0.077 -0.006 -0.149 0.226
H -0.218901 -3.194869 2.262413 -0.094 0.058 0.225 0.261
H -1.296945 -1.622965 0.294508 -0.028 0.063 0.101 0.417
H -3.702515 -0.471932 1.525451 0.020 -0.037 -0.146 0.235
H -3.156119 1.615164 0.527103 0.006 0.083 0.025 0.214
H -1.638739 0.903431 -0.020948 0.009 0.002 0.033 0.219
H -2.848350 1.363048 -2.138728 0.023 0.000 -0.026 0.212
H -5.146562 1.566221 -0.767039 -0.022 0.079 -0.022 0.206
H -5.242485 0.800178 -2.351748 -0.034 0.031 -0.011 0.206
H -5.701481 -0.504940 0.245099 -0.066 -0.046 0.039 0.208
H -5.811609 -1.229440 -1.358155 -0.028 -0.019 0.023 0.209
H -3.873871 -2.388469 -0.357460 0.011 -0.028 0.043 0.224
H -3.503603 -1.150064 -2.671948 -0.016 -0.053 -0.095 0.210
H -1.997215 -1.121180 -1.732301 0.101 -0.014 -0.051 0.216
H 2.258120 -1.861576 -2.377208 -0.047 0.044 -0.134 0.241
H 4.569571 -1.175562 -3.018158 0.006 0.007 -0.082 0.223
H 6.294036 -0.942771 -1.272104 0.083 0.033 -0.018 0.221
H 5.744497 -1.405059 1.085256 0.050 0.008 0.076 0.224
H 3.433978 -2.095460 1.697949 0.032 0.022 0.171 0.230
H 0.913590 -0.107185 -0.657562 -0.043 0.151 -0.143 0.245
H 1.984110 0.929572 -2.366643 -0.039 0.015 0.014 0.177
H 0.235789 1.290508 -2.276265 0.002 -0.015 0.014 0.181
H 1.345869 2.445084 -3.054820 -0.018 -0.110 0.004 0.202
```
Forces are in eV/Å.